# 1
2 unconnected molecules or ions with the total composition C2H8NS, computed with ωB97M-V/def2-TZVPD.

Properties
**Gap between HOMO and LUMO**: 8.308 eV
**HOMO**: -13.229 eV
**F_max**: 4.2 eV Å⁻¹

Geometry as ORCA input:
```
! wB97M-V def2-TZVPD RIJCOSX def2/J DEFGRID3
* xyz 1 1
C -1.71017 0.20877 -0.18054
C -0.79189 -0.98698 0.02665
N 1.90216 0.52577 0.31485
S 0.13143 -1.63987 -1.20359
H -1.70232 0.38592 -1.29754
H -1.54479 1.04328 0.42922
H -2.82976 -0.07427 -0.00892
H -0.75497 -1.47200 0.92705
H 1.07698 0.34619 -0.34314
H 1.61058 1.32771 0.86363
H 1.92229 -0.45758 0.79337
H 2.69045 0.79307 -0.32103
*
```

---

# 2
3 unconnected molecules or ions with the total composition C2H10O2S, computed with ωB97M-V/def2-TZVPD.

Properties
**Gap between HOMO and LUMO**: 9.370 eV
**SMILES**: CCS.O.O
**HOMO**: -8.973 eV
**F_max**: 1.7 eV Å⁻¹

Geometry as ORCA input:
```
! wB97M-V def2-TZVPD RIJCOSX def2/J DEFGRID3
* xyz 0 1
C -0.49226 0.80385 -2.12949
C 0.97137 0.86092 -1.68300
S 1.58042 -0.78573 -1.10023
H -1.08956 0.64363 -1.22950
H -0.76161 0.16341 -2.96456
H -0.83449 1.79539 -2.49919
H 1.76163 1.15940 -2.36749
H 1.03915 1.58591 -0.87109
H 1.07265 -1.12757 0.13749
O 0.34474 0.07321 2.95643
H 1.02537 -0.54993 2.66914
H 0.55331 0.14432 3.87933
O -1.74646 -1.83015 1.41396
H -2.32588 -1.79403 2.18384
H -1.09839 -1.14262 1.60437
*
```

---

# 3
9 unconnected molecules or ions with the total composition C21H59BNO11PS8, computed with ωB97M-V/def2-TZVPD.

Properties
**Gap between HOMO and LUMO**: 8.340 eV
**HOMO**: -8.148 eV
**F_max**: 6.8 eV Å⁻¹

Geometry as ORCA input:
```
! wB97M-V def2-TZVPD RIJCOSX def2/J DEFGRID3
* xyz 0 1
C -0.76691 -0.64311 -6.23983
C 0.30694 -1.31899 -5.85132
C 1.42463 -2.27895 -5.16921
B 1.42648 -2.21291 -3.53382
N 2.38801 -1.44982 -2.68631
C 2.03320 0.00242 -2.55659
C 0.54656 0.29329 -2.00303
P 0.01280 -3.23380 -2.65945
O -1.39082 -2.60453 -2.85946
O 0.08852 -4.80915 -3.40258
O 0.28832 -3.47570 -0.98652
H -1.60906 0.05596 -6.62461
H 1.16450 -3.37652 -5.46695
H 2.45470 -2.05844 -5.62963
H 2.57682 -1.90417 -1.77644
H 2.20892 0.57661 -3.54248
H 2.76782 0.45961 -1.77189
H 0.49088 1.44485 -1.81228
H -0.30014 0.07050 -2.75983
H 0.35141 -0.18641 -0.95549
H -0.23976 -5.40768 -2.66874
H -0.07878 -2.69252 -0.49907
C 5.42034 -3.62110 0.82367
S 3.92456 -2.66889 1.16346
O 3.04590 -2.76947 -0.04249
C 4.71681 -1.04634 1.12311
H 5.15217 -4.67744 0.76628
H 5.85603 -3.30721 -0.12698
H 6.13866 -3.47502 1.63296
H 5.19548 -0.88889 0.15407
H 5.45732 -0.98122 1.92286
H 3.95192 -0.28232 1.27687
C 3.51081 4.62485 -2.62890
S 2.65357 4.28467 -1.07647
O 2.04620 2.92300 -1.18850
C 1.33080 5.48945 -1.32106
H 4.36447 3.94917 -2.70774
H 2.83793 4.45701 -3.47235
H 3.86684 5.65697 -2.63192
H 0.79083 5.26831 -2.24468
H 1.75540 6.49447 -1.36535
H 0.64262 5.42571 -0.47582
C 4.93766 -4.08265 -5.00672
S 4.50963 -5.11138 -3.58589
O 5.53504 -4.86256 -2.52565
C 4.90858 -6.69042 -4.36654
H 4.79807 -3.03581 -4.72985
H 5.98022 -4.24656 -5.28698
H 4.28090 -4.32444 -5.84487
H 5.95312 -6.69567 -4.68555
H 4.25289 -6.84973 -5.22495
H 4.74907 -7.48791 -3.63819
C -3.64247 3.98687 -3.01958
S -2.14919 2.99176 -2.81252
O -1.24580 3.29158 -3.96799
C -2.93608 1.39949 -3.13531
H -3.37737 5.03867 -2.89596
H -4.05858 3.83405 -4.01746
H -4.37587 3.70858 -2.26021
H -3.39564 1.40435 -4.12633
H -3.69110 1.20357 -2.37247
H -2.17390 0.62020 -3.09480
C -2.95793 -3.02008 -0.18757
S -4.32921 -2.13875 -0.95393
O -3.79946 -0.83330 -1.46005
C -5.22053 -1.80296 0.57973
H -2.24952 -3.29508 -0.96873
H -2.46067 -2.37798 0.54321
H -3.32761 -3.92494 0.29930
H -4.58626 -1.23453 1.26315
H -5.52050 -2.74460 1.04251
H -6.11175 -1.21797 0.34279
C -5.11736 -0.64141 4.32045
S -5.43878 -2.38177 4.67596
O -5.77655 -3.04919 3.38018
C -6.98643 -2.11210 5.56737
H -4.20294 -0.57195 3.72945
H -5.94806 -0.21622 3.75266
H -4.98301 -0.09511 5.25541
H -7.70286 -1.59685 4.92385
H -6.79323 -1.51980 6.46401
H -7.39392 -3.08264 5.85733
C -1.08823 2.42928 3.84248
S -1.95487 2.09877 5.39092
O -2.56989 0.73917 5.27987
C -3.26906 3.31155 5.13590
H -0.23823 1.74835 3.76991
H -1.75814 2.26272 2.99634
H -0.72581 3.45905 3.83763
H -3.80531 3.09157 4.21025
H -2.83795 4.31384 5.09095
H -3.96238 3.25472 5.97762
C 2.89801 4.62834 6.33869
S 1.33226 4.01102 5.68513
O 1.04943 4.75538 4.41860
C 0.29248 4.72471 6.97801
H 3.69822 4.32876 5.65957
H 2.87127 5.71765 6.40742
H 3.08005 4.19417 7.32369
H 0.42501 5.80844 7.00753
H 0.55715 4.28751 7.94282
H -0.75027 4.49405 6.75192
*
```

---

# 4
2 unconnected molecules or ions with the total composition C10H21N2, computed with ωB97M-V/def2-TZVPD.

Properties
**Gap between HOMO and LUMO**: 8.008 eV
**HOMO**: -10.848 eV
**F_max**: 5.9 eV Å⁻¹

Geometry as ORCA input:
```
! wB97M-V def2-TZVPD RIJCOSX def2/J DEFGRID3
* xyz 1 1
C 1.02751 -0.15976 -1.24956
C 0.58704 0.86648 -1.65016
C -1.48623 -4.08988 -1.45753
C 1.57731 0.88870 1.69654
C -1.72182 2.09867 2.89028
C 0.66598 3.75837 0.66643
C 1.44346 -1.54187 -0.91640
C -0.70170 -2.86509 -0.86514
C 0.61583 -2.71695 -1.54047
C 0.23784 1.49416 1.67867
N -0.66485 1.35754 2.63260
N 0.01107 2.45155 0.55675
H -1.99523 -3.90328 -2.30980
H -0.84924 -5.04345 -1.62070
H -2.32392 -4.51959 -0.75315
H 1.57894 -0.14190 1.23475
H 2.20048 1.51735 1.13349
H 1.78337 0.86328 2.69552
H 0.27272 1.56276 -2.33386
H -2.43801 1.89218 3.68450
H -2.08880 2.80012 2.16641
H -0.03861 4.59105 1.13233
H 1.56897 3.58055 1.29818
H 0.98156 4.04257 -0.33422
H 1.24933 -1.75664 0.18204
H 2.48134 -1.60129 -1.09813
H -0.57257 -2.94922 0.16904
H -1.25342 -1.91444 -1.12338
H 1.11716 -3.77416 -1.36474
H 0.59637 -2.63735 -2.61010
H -0.48451 0.68355 3.24106
H 0.50790 2.12492 -0.34961
H -1.00255 2.47965 0.35828
*
```